The following is a quantum chemistry calculation of one molecule with the formula C24H27N3O2, from the OMol25 dataset.

Summary:
- Energy relative to the best compared isomer or geometry (same formula, charge and spin): 44.6 kcal/mol
- SMILES string: CCOc1ccc(C(=O)c2cnc3ccccc3c2N2CCN(CC)CC2)cc1
- E_tot: -33891.2695 eV
- LUMO: 0.05 eV

Each line ends with the Löwdin charge.
Cartesian coordinates (Å):
C 7.57 0.27 -0.65  -0.062
C 7.08 -0.54 0.54  -0.243
O 5.95 0.03 1.17  -0.043
C 4.73 -0.08 0.61  -0.259
C 4.42 -0.81 -0.54  -0.007
C 3.12 -0.86 -0.99  0.003
C 2.10 -0.16 -0.35  -0.166
C 0.72 -0.26 -0.87  -0.342
O 0.38 -1.17 -1.62  0.081
C -0.21 0.82 -0.49  -0.072
C 0.24 2.14 -0.71  -0.093
N -0.51 3.20 -0.66  0.111
C -1.80 3.05 -0.29  -0.226
C -2.59 4.22 -0.17  -0.016
C -3.88 4.14 0.28  -0.079
C -4.41 2.91 0.67  -0.078
C -3.68 1.76 0.53  -0.028
C -2.37 1.79 0.01  -0.071
C -1.56 0.62 -0.17  -0.097
N -2.10 -0.62 0.08  -0.069
C -3.26 -1.09 -0.65  -0.127
C -4.13 -1.97 0.25  -0.159
N -3.41 -3.05 0.89  -0.189
C -3.41 -4.34 0.24  -0.245
C -2.72 -4.48 -1.13  -0.079
C -2.18 -2.58 1.48  -0.150
C -1.30 -1.73 0.55  -0.138
C 2.41 0.57 0.80  -0.022
C 3.70 0.60 1.27  0.012
H 7.81 1.29 -0.33  0.080
H 8.47 -0.18 -1.06  0.078
H 6.82 0.33 -1.43  0.068
H 6.87 -1.58 0.25  0.116
H 7.85 -0.56 1.32  0.124
H 5.18 -1.36 -1.07  0.106
H 2.87 -1.43 -1.87  0.122
H 1.26 2.30 -1.01  0.126
H -2.13 5.16 -0.44  0.110
H -4.48 5.04 0.37  0.102
H -5.41 2.87 1.08  0.102
H -4.09 0.82 0.88  0.095
H -3.83 -0.24 -1.03  0.122
H -2.90 -1.67 -1.51  0.122
H -4.96 -2.38 -0.32  0.125
H -4.55 -1.35 1.06  0.114
H -2.94 -5.04 0.94  0.112
H -4.46 -4.63 0.13  0.112
H -1.67 -4.21 -1.07  0.063
H -3.21 -3.86 -1.87  0.062
H -2.79 -5.51 -1.45  0.070
H -1.60 -3.44 1.84  0.123
H -2.45 -1.96 2.35  0.124
H -0.44 -1.35 1.11  0.135
H -0.92 -2.33 -0.29  0.102
H 1.63 1.09 1.34  0.121
H 3.96 1.16 2.16  0.120

***

The following is a quantum chemistry calculation of a 3-piece molecular cluster, C15H20ClN6 overall at a distorted geometry, from the OMol25 dataset.

Summary:
- E_tot: -37331.1343 eV
- LUMO: -3.88 eV
- Net charge: +1

Each line ends with the Löwdin charge.
Cartesian coordinates (Å):
C 8.62 -0.41 -0.60  -0.141
C 7.04 -0.33 -0.13  -0.652
Cl 6.82 0.43 1.58  0.493
C 6.10 0.56 -1.16  -0.152
C 4.59 -0.06 -1.08  -0.101
N 4.49 -1.47 -1.65  0.159
C 3.00 -1.72 -1.38  -0.232
N 2.56 -2.96 -1.76  0.085
N 2.32 -0.55 -0.70  0.097
N 3.29 0.47 -0.52  0.088
H 9.14 -1.31 -0.03  0.096
H 8.74 -0.66 -1.76  0.100
H 9.24 0.56 -0.31  0.101
H 6.63 -1.44 -0.07  0.112
H 6.05 1.69 -0.84  0.117
H 6.51 0.52 -2.28  0.147
H 2.32 -3.75 -1.11  0.137
H 2.53 -3.16 -2.80  0.145
H 1.31 -0.56 -0.41  0.161
H 3.15 1.42 -0.09  0.191
N -0.31 0.58 1.39  0.012
C -1.24 1.07 0.54  -0.167
C -2.60 0.90 0.71  -0.060
C -3.05 0.19 1.81  -0.057
C -2.12 -0.33 2.71  -0.061
C -0.77 -0.11 2.46  -0.157
H -0.84 1.62 -0.31  0.095
H -3.30 1.32 -0.01  0.088
H -4.11 0.03 1.98  0.091
H -2.43 -0.89 3.58  0.108
H -0.01 -0.49 3.13  0.102
N -6.19 0.98 0.67  0.046
C -6.33 1.23 -0.65  -0.151
C -7.53 1.10 -1.34  -0.071
C -8.65 0.68 -0.63  -0.070
C -8.53 0.41 0.73  -0.068
C -7.30 0.57 1.33  -0.145
H -5.43 1.55 -1.16  0.091
H -7.59 1.32 -2.40  0.104
H -9.61 0.56 -1.13  0.110
H -9.39 0.08 1.31  0.106
H -7.16 0.38 2.39  0.103

***

The following is a quantum chemistry calculation of a 2-piece molecular cluster, C3H10O3 overall at a distorted geometry, from the OMol25 dataset.

Summary:
- Energy relative to the best compared isomer or geometry (same formula, charge and spin): 30.6 kcal/mol
- SMILES string: COCOC.O
- E_tot: -9414.2069 eV
- LUMO: 0.85 eV

Each line ends with the Löwdin charge.
Cartesian coordinates (Å):
C 0.51 -1.98 1.64  -0.126
O 0.44 -0.97 0.71  -0.163
C 0.75 -1.29 -0.59  -0.305
O 0.72 -0.12 -1.36  -0.147
C -0.57 0.52 -1.49  -0.074
H -0.08 -2.86 1.32  0.090
H 0.14 -1.65 2.63  0.097
H 1.57 -2.30 1.75  0.091
H 1.73 -1.79 -0.63  0.141
H -0.02 -2.02 -0.92  0.133
H -1.16 -0.15 -2.15  0.084
H -0.43 1.48 -2.00  0.088
H -1.15 0.70 -0.57  0.088
O -0.86 3.87 0.84  -0.090
H -0.02 4.22 0.46  0.047
H -1.57 4.35 0.35  0.045

***

The following is a quantum chemistry calculation of a 6-piece molecular cluster, C13H37NO6S5 overall at a distorted geometry, from the OMol25 dataset.

Summary:
- E_tot: -82027.9528 eV
- LUMO: 0.24 eV

Each line ends with the Löwdin charge.
Cartesian coordinates (Å):
C 2.96 2.18 0.84  0.004
C 4.15 2.07 -0.10  -0.557
O 4.51 1.00 -0.56  0.042
N 4.85 3.21 -0.29  -0.004
C 6.14 3.25 -0.94  -0.073
H 3.29 2.50 1.83  0.089
H 2.52 1.19 0.92  0.061
H 2.21 2.88 0.45  0.061
H 4.50 4.05 0.14  0.130
H 6.96 3.06 -0.23  0.086
H 6.29 4.21 -1.43  0.082
H 6.21 2.45 -1.68  0.082
C -9.04 1.84 1.83  -0.272
S -8.00 0.41 1.53  0.798
O -8.77 -0.51 0.67  -0.551
C -6.81 1.25 0.44  -0.261
H -9.96 1.41 2.22  0.051
H -9.20 2.35 0.88  0.048
H -8.60 2.48 2.59  0.056
H -7.38 2.05 -0.03  0.037
H -6.36 0.53 -0.23  0.044
H -6.08 1.78 1.06  0.052
C 0.98 2.11 -4.86  -0.275
S 2.10 3.02 -3.81  0.800
O 2.19 4.41 -4.31  -0.549
C 1.01 3.16 -2.40  -0.267
H 0.02 2.62 -4.95  0.060
H 0.85 1.14 -4.36  0.051
H 1.48 1.90 -5.79  0.050
H 0.59 2.19 -2.12  0.044
H 0.23 3.89 -2.64  0.063
H 1.64 3.55 -1.61  0.025
C -2.79 -0.08 -0.10  -0.253
S -1.89 -0.09 1.48  0.807
O -1.94 -1.48 1.97  -0.537
C -0.24 0.06 0.79  -0.262
H -3.83 -0.19 0.18  0.030
H -2.38 -0.86 -0.74  0.036
H -2.56 0.88 -0.57  0.048
H -0.14 0.93 0.13  0.038
H -0.07 -0.79 0.13  0.050
H 0.45 0.05 1.63  0.025
C 3.11 -2.36 2.15  -0.252
S 2.86 -1.40 3.66  0.784
O 1.41 -1.21 3.81  -0.554
C 3.34 -2.70 4.81  -0.277
H 4.14 -2.20 1.84  0.053
H 2.38 -1.94 1.46  0.034
H 2.84 -3.40 2.30  0.048
H 2.48 -3.36 4.93  0.062
H 3.52 -2.24 5.78  0.043
H 4.23 -3.23 4.48  0.053
C 0.41 -6.06 -1.50  -0.286
S -0.13 -4.87 -0.27  0.835
O 1.15 -4.28 0.21  -0.561
C -0.75 -3.66 -1.44  -0.265
H 0.91 -6.88 -0.98  0.049
H 1.11 -5.61 -2.20  0.061
H -0.42 -6.50 -2.04  0.053
H -1.54 -3.08 -0.96  0.026
H -1.21 -4.11 -2.32  0.051
H 0.06 -2.97 -1.67  0.056